## w
The following is a quantum chemistry calculation of a single C4H3N3O molecule, from the OMol25 dataset.

## Properties
* structure (SMILES): N#Cc1nc[nH]c1O

Structure (XYZ):
```
11
C4H3N3O (wB97M-V/def2-TZVPD)
C -0.270 0.683 -0.081
C -1.815 -0.735 0.078
C 0.277 -0.596 -0.198
C 1.633 -0.589 -0.030
H 1.277 1.749 0.213
H -2.433 1.187 0.656
H -2.928 -1.111 0.045
N -1.640 0.576 0.011
N -0.803 -1.498 -0.016
N 2.858 -0.436 0.149
O 0.277 1.887 -0.066
```

## x
The following is a quantum chemistry calculation of 2 unconnected molecules or ions with the total composition C4H3N3O, from the OMol25 dataset.

Structure (XYZ):
```
11
C4H3N3O (wB97M-V/def2-TZVPD)
C -1.431 1.586 0.189
C -0.377 0.347 -0.138
C -0.608 -1.131 -0.086
C 1.777 -1.196 -0.128
H -2.576 1.554 1.118
H -1.555 -1.560 -0.122
H 2.712 -1.630 0.151
N 0.531 -1.871 -0.240
N 1.928 0.213 0.025
N 0.758 0.988 -0.218
O -1.159 2.700 -0.553
```

Of them, x has the lowest stability.

## w
The following is a quantum chemistry calculation of a molecular structure, C4H3N3O, from the OMol25 dataset.

Structure (XYZ):
```
11
C4H3N3O (wB97M-V/def2-TZVPD)
C 1.502 0.944 0.117
C 0.093 0.680 0.526
C -1.534 -0.819 -0.188
C -0.083 -0.847 0.571
H 1.834 2.138 -0.457
H -2.209 -1.797 -0.256
H -0.198 -1.542 1.572
N 2.079 -0.146 -0.367
N -1.040 1.303 0.033
N -2.035 0.336 -0.376
O 0.960 -1.126 -0.257
```

## x
The following is a quantum chemistry calculation of a molecular structure, C4H3N3O, from the OMol25 dataset.

Structure (XYZ):
```
11
C4H3N3O (wB97M-V/def2-TZVPD)
C 1.689 -1.041 0.171
C 0.526 0.379 -0.333
C -1.173 -1.150 0.529
C 0.169 -0.934 -0.092
H 2.063 -1.320 1.262
H 2.384 -1.464 -0.697
H -1.824 -1.878 0.945
N -0.206 1.469 -0.369
N -1.411 1.149 -0.031
N -1.964 -0.020 0.215
O 1.897 0.369 -0.233
```

Of them, w has the lowest stability.

## w
The following is a quantum chemistry calculation of a single C4H3N3O molecule, from the OMol25 dataset.

## Properties
* structure (SMILES): O=c1ccnncn1

Structure (XYZ):
```
11
C4H3N3O (wB97M-V/def2-TZVPD)
C -1.419 -0.169 -0.215
C -0.605 1.007 0.115
C 0.770 1.156 0.048
C 0.529 -1.468 0.106
H -1.312 1.734 0.583
H 1.050 2.049 0.374
H 0.964 -2.438 0.562
N 1.763 0.441 -0.624
N 1.644 -0.862 -0.442
N -0.725 -1.321 0.056
O -2.659 -0.129 -0.564
```

## x
The following is a quantum chemistry calculation of a single C4H3N3O molecule, from the OMol25 dataset.

## Properties
* structure (SMILES): [H]/N=c1/[nH]c(C#N)co1

Structure (XYZ):
```
11
C4H3N3O (wB97M-V/def2-TZVPD)
C 1.199 -0.304 -0.067
C -1.006 0.406 -0.041
C -0.217 1.540 0.036
C -2.343 -0.045 0.038
H 3.197 -0.977 0.455
H -0.355 -1.748 -0.254
H -0.215 2.650 -0.078
N 2.104 -1.231 0.090
N -0.089 -0.666 -0.250
N -3.385 -0.722 0.082
O 1.110 1.095 -0.013
```

Of them, w has the lowest stability.